Entry 1:
2 unconnected molecules or ions with the total composition C7H13N3, computed with ωB97M-V with the def2-TZVPD basis set.

Cartesian coordinates (Å):
C -0.2466 2.8413 -0.4030
N 0.6224 1.7060 -0.2308
C 0.6238 0.7605 -1.0706
C 1.4831 -0.4714 -0.9671
C 1.1289 -1.2280 -2.2101
C 0.2018 -0.5488 -2.8823
N -0.1203 0.6271 -2.2236
H 0.0175 3.5718 0.3604
H -0.1407 3.3117 -1.3902
H -1.2988 2.5633 -0.2700
H 2.5402 -0.2046 -0.9108
H 1.2402 -1.0346 -0.0618
H 1.5625 -2.1705 -2.4770
H -0.2902 -0.7902 -3.8073
H -0.7661 1.3161 -2.5706
C -1.2459 -2.1431 1.2870
N -0.1330 -1.6822 1.6224
C -0.0266 -0.6550 2.6048
H -2.2045 -1.8186 1.7146
H -1.2889 -2.9086 0.5272
H 0.3988 0.2259 2.1162
H -0.9873 -0.3949 3.0722
H 0.6775 -0.9928 3.3688

Forces on the atoms, in the same order (eV/Å):
0.0 -0.1 -0.1
0.3 -0.1 0.4
0.0 0.3 0.4
0.2 -0.2 0.0
0.0 -0.1 -0.1
0.3 -0.6 -0.1
-0.6 0.7 -0.1
-0.2 0.1 -0.1
0.0 0.1 0.0
-0.1 0.1 0.0
0.0 0.1 0.0
0.0 0.1 0.0
0.0 -0.2 -0.2
0.0 -0.1 -0.1
0.1 -0.1 0.1
-0.5 0.0 0.1
0.4 -0.5 -0.4
0.0 0.3 0.3
0.1 0.1 0.1
0.0 -0.2 -0.2
0.0 0.0 0.1
0.1 0.0 0.0
-0.1 0.1 0.0

Summary:
- 2S+1 = 1
- lowest unoccupied orbital energy (Ha) = 0.03384
- maximum force (eV/Å) = 0.903
- DFT total energy (eV) = -11938.51060
- structure (SMILES) = C/N=C1/CC=CN1.C=NC
- gap between HOMO and LUMO (hartree) = 0.320
- energy relative to the best compared isomer or geometry (same formula, charge and spin) (kcal per mole) = 32.8

---

Entry 2:
13 unconnected molecules or ions with the total composition C19H64N6O13, computed with ωB97M-V with the def2-TZVPD basis set.

Cartesian coordinates (Å):
C 22.6615 4.7273 -10.8545
C 21.9906 3.4303 -11.1444
O 22.2366 3.0741 -12.4870
H 22.8917 5.3543 -11.7145
H 23.6309 4.7116 -10.3105
H 21.9734 5.2296 -10.2958
H 20.9599 3.3397 -10.8142
H 22.4720 2.6370 -10.4943
H 21.7448 2.2385 -12.6237
C 30.7556 8.1923 -6.5559
C 29.3112 8.3953 -6.8483
O 28.9573 7.1381 -7.4127
H 30.8329 7.5551 -5.6964
H 31.2106 9.1287 -6.2576
H 31.1150 7.7078 -7.4883
H 29.1704 9.1783 -7.5830
H 28.5209 8.5581 -6.0493
H 29.2411 6.5466 -6.7428
C 25.0417 1.8470 -10.2180
C 24.5375 0.4456 -10.2949
O 25.3176 -0.2653 -11.2567
H 24.3422 2.3874 -9.5331
H 25.0239 2.4017 -11.1613
H 26.0274 1.9338 -9.7406
H 23.4432 0.3334 -10.4475
H 24.7206 -0.0757 -9.3084
H 25.0176 -1.2037 -11.3601
C 25.7501 6.7130 -9.7554
C 26.1538 5.9183 -10.9889
O 26.2330 4.5124 -10.8304
H 25.3077 7.6854 -9.9870
H 26.4532 6.8073 -8.9978
H 24.9468 6.1648 -9.2136
H 27.0524 6.2954 -11.3492
H 25.4084 6.1866 -11.7812
H 25.5426 4.1366 -11.3506
C 25.1142 11.0165 -6.9407
C 25.9737 10.0328 -7.6741
O 27.1836 10.5274 -7.9659
H 25.3680 11.0603 -5.9326
H 24.1450 10.6645 -6.8458
H 25.0353 11.9674 -7.4457
H 25.4914 9.7853 -8.6462
H 26.1669 9.1061 -7.1301
H 27.4890 10.1496 -8.7565
C 21.1788 4.5051 -7.7045
C 22.6795 4.6646 -7.5869
O 23.3772 3.4293 -7.6107
H 20.8478 3.8856 -6.8611
H 20.9055 3.9793 -8.5844
H 20.6588 5.4443 -7.6108
H 22.8792 5.1669 -6.6449
H 23.0564 5.4354 -8.1594
H 24.3377 3.6219 -7.6685
C 24.8296 5.4066 -14.0930
O 26.1197 5.7098 -14.4326
N 23.8090 6.2459 -14.1937
N 24.4827 4.2600 -13.6514
H 24.0312 7.1848 -14.3922
H 22.8062 6.0630 -13.9273
H 25.2183 3.5685 -13.6816
H 23.5901 3.9924 -13.2076
C 27.0602 3.1501 -7.3607
O 26.1251 3.9859 -7.9591
N 28.3136 3.1090 -7.7006
N 26.6481 2.5100 -6.3104
H 28.5774 3.8985 -8.3452
H 29.0246 2.4692 -7.4460
H 25.8434 3.0035 -5.8694
H 27.1937 1.8968 -5.6448
C 29.8152 4.7892 -10.0583
O 31.0763 5.0970 -9.5994
N 29.7021 3.9548 -11.0538
N 28.7825 5.2136 -9.3945
H 30.5288 3.8833 -11.5294
H 28.8172 3.7770 -11.5602
H 28.9003 5.9308 -8.6515
H 27.8151 4.9688 -9.6424
C 22.1450 7.9503 -9.4245
O 23.3934 8.4119 -8.7971
H 21.5005 8.7733 -9.5747
H 21.6672 7.1983 -8.7547
H 22.4627 7.4496 -10.3575
H 23.0822 9.2248 -8.3367
C 24.8770 6.9953 -6.0519
O 24.3100 6.4649 -4.8807
H 24.1979 6.9450 -6.9133
H 25.7569 6.4040 -6.3187
H 25.2042 8.0411 -5.9297
H 23.7343 7.0941 -4.4943
C 29.1187 8.6691 -10.3267
O 27.6992 8.9289 -10.3386
H 29.6368 9.5161 -9.8798
H 29.4532 8.4436 -11.3282
H 29.3202 7.7953 -9.7073
H 27.3997 8.4305 -11.0291
C 28.9890 7.0760 -13.9429
O 28.1962 8.1036 -13.4570
H 28.7352 6.0595 -13.6067
H 30.0045 7.1791 -13.7232
H 28.9056 7.0483 -14.9771
H 27.3165 7.8019 -13.5865

Forces on the atoms, in the same order (eV/Å):
1.9 -0.1 -0.6
1.9 -2.2 1.5
-1.3 -1.1 -0.6
-0.4 -0.2 -0.4
-0.7 -0.6 -0.1
-1.5 1.9 1.8
-0.5 0.6 -0.6
-0.3 0.8 -0.5
0.6 0.6 -0.4
0.0 0.9 0.3
-1.5 0.0 0.2
-1.5 0.2 -1.1
0.4 -0.7 0.4
0.6 0.2 -0.3
0.5 0.5 0.8
-0.2 -0.1 -0.2
1.5 0.3 -0.3
0.3 -1.3 0.8
-0.9 1.0 1.2
0.4 -1.8 1.1
-0.5 -1.1 -0.7
0.6 -0.2 -0.4
0.0 -0.6 -0.1
-0.2 -0.1 -0.4
0.5 0.4 -0.4
-0.3 0.7 -0.6
0.3 1.4 0.3
-2.6 -1.2 -0.2
-2.5 1.0 -0.3
1.0 0.6 0.4
0.4 -0.1 -0.2
1.8 0.4 1.1
0.2 0.2 -0.5
2.0 0.4 -0.8
0.5 -0.4 0.5
-0.6 -0.4 -0.5
0.6 -0.1 -0.9
-2.0 -1.5 -1.2
2.6 2.9 1.2
1.1 0.8 1.8
-2.3 -1.0 -0.3
0.4 0.4 0.0
-0.2 -0.2 0.7
-0.8 -0.2 0.2
0.6 -0.9 -1.8
0.7 -0.7 1.2
-0.5 -0.5 2.5
-0.3 0.3 -0.6
0.0 0.1 -0.2
-0.4 -0.3 -1.0
-0.1 0.4 -0.2
-0.2 -0.3 0.9
1.0 1.1 -2.6
0.1 0.0 -0.1
5.8 2.9 -2.1
-5.7 -0.9 1.5
-2.4 1.5 0.1
0.1 -4.5 1.6
0.2 1.0 -0.3
2.0 -0.1 -0.5
-0.2 -0.1 0.1
0.6 0.2 -0.7
-4.1 4.5 -2.4
4.3 -3.2 2.3
1.3 1.7 -2.5
-2.0 -2.0 4.4
0.0 -1.3 0.5
0.1 -0.6 0.6
0.7 -1.1 -0.6
-0.6 1.3 -1.6
7.5 1.8 3.2
-5.3 -1.1 -2.1
-3.2 -1.1 -1.3
-2.9 1.4 1.4
2.2 -0.6 -1.5
0.8 0.4 0.7
0.1 -0.4 -0.9
0.6 0.1 -0.1
2.0 -1.6 0.8
-2.0 1.0 0.1
-0.8 0.8 -0.5
0.2 0.5 -0.5
-0.5 0.4 0.4
0.9 -0.8 -0.2
0.4 0.4 -0.7
0.7 -1.2 0.0
0.1 0.1 0.2
-0.1 0.0 0.1
-0.2 -0.4 0.1
-0.8 0.9 0.5
-0.4 -0.3 0.5
2.0 2.1 2.7
0.0 0.1 -0.3
0.3 0.3 -0.3
0.1 0.0 0.0
-1.6 -1.8 -2.9
-0.4 -1.7 0.3
0.6 0.9 1.2
-0.4 0.3 0.3
1.6 0.8 0.7
-0.1 -0.2 -2.2
-1.5 -0.3 -0.3

Summary:
- 2S+1 = 1
- lowest unoccupied orbital energy (Ha) = 0.00786
- maximum force (eV/Å) = 8.368
- DFT total energy (eV) = -56294.40492
- gap between HOMO and LUMO (hartree) = 0.334
- energy relative to the best compared isomer or geometry (same formula, charge and spin) (kcal per mole) = 24.0

---

Entry 3:
2 unconnected molecules or ions with the total composition C3H11NO2, computed with ωB97M-V with the def2-TZVPD basis set.

Cartesian coordinates (Å):
C -1.4154 -1.5774 -0.8596
C -0.8538 -0.7720 0.3057
N 0.2826 -0.0281 -0.2291
C 1.1992 0.5220 0.7363
O 2.1035 -0.3482 1.4280
H -2.4024 -1.9487 -0.5848
H -1.5379 -0.9309 -1.7601
H -0.8295 -2.4130 -1.3064
H -0.4876 -1.3339 1.2142
H -1.6702 -0.0769 0.6577
H 0.8080 -0.4994 -0.9687
H 1.7624 1.3609 0.3389
H 0.5093 0.8469 1.5401
H 1.6256 -0.7510 2.1651
O -1.1063 2.0333 -1.1974
H -0.7776 1.1406 -0.9078
H -0.5224 2.3778 -1.9161

Forces on the atoms, in the same order (eV/Å):
-0.4 -0.4 -0.9
0.6 -0.4 0.2
1.4 0.0 -0.1
-1.6 0.2 1.9
0.0 -0.3 -0.6
0.0 -0.2 -0.2
-0.2 0.0 0.9
0.0 0.4 1.0
-0.8 -0.1 -1.0
1.0 -0.4 -0.3
-0.5 -0.2 0.3
0.1 -0.2 -0.1
0.4 0.8 -0.5
0.2 0.1 -0.3
0.1 0.4 -0.8
0.5 1.2 -0.6
-0.7 -0.8 1.0

Summary:
- 2S+1 = 1
- lowest unoccupied orbital energy (Ha) = 0.02963
- maximum force (eV/Å) = 2.426
- DFT total energy (eV) = -8873.71931
- structure (SMILES) = CCNCO.O
- gap between HOMO and LUMO (hartree) = 0.382
- energy relative to the best compared isomer or geometry (same formula, charge and spin) (kcal per mole) = 17.8

---

Entry 4:
A molecular structure, C14H37BF6HgN4O7PbS2, computed with ωB97M-V with the def2-TZVPD basis set.

Cartesian coordinates (Å):
Hg 1.1416 2.2929 -0.3439
Pb -2.7134 -0.9868 0.9094
C 2.2791 -1.7132 -0.2910
F 1.3289 -1.9142 0.6226
F 2.9428 -2.8327 -0.5903
F 1.8784 -1.1743 -1.4063
S 3.4614 -0.3933 0.3960
O 4.1514 -1.1334 1.4115
O 4.3637 -0.0983 -0.6960
N 2.4967 0.9641 0.7746
S 2.4907 1.0472 2.3114
O 1.4648 1.9857 2.6240
O 2.4857 -0.1855 3.0938
C 4.1534 1.9818 2.6749
F 5.1427 1.5063 1.9051
F 3.9002 3.2484 2.2795
F 4.3865 2.0160 4.0415
B -0.8373 0.8024 0.2216
H -0.6297 -0.2564 0.2330
H -0.6399 1.0520 -0.8094
H -1.8688 0.9187 0.5160
H -0.2555 1.3202 0.9684
C -0.2155 -3.8096 -2.0223
C -0.9647 -2.7166 -1.3480
C -1.6322 -1.5685 -2.2843
O -2.5646 -0.6749 -1.6992
C -3.0370 0.1399 -2.8302
N -1.8577 -3.2223 -0.2666
H 0.3734 -3.3245 -2.8008
H -0.7714 -4.6742 -2.3849
H 0.4927 -4.3238 -1.3726
H -0.2516 -2.2000 -0.7055
H -1.9926 -2.0420 -3.1976
H -0.7507 -0.9759 -2.5290
H -3.5379 1.0290 -2.4474
H -3.6546 -0.2619 -3.6335
H -2.2414 0.6584 -3.3653
H -1.2177 -3.8589 0.1864
H -2.6059 -3.8070 -0.6107
C -0.1167 -2.7298 4.7474
C -1.3060 -2.0791 3.8848
C -1.3567 -0.6276 4.3030
O -2.1406 0.0422 3.3072
C -2.0902 1.4884 3.3571
N -0.9053 -2.1560 2.4596
H 0.1009 -3.6814 4.2625
H -0.5020 -2.9230 5.7485
H 0.8120 -2.1632 4.6792
H -2.1988 -2.6872 4.0311
H -0.3601 -0.1869 4.2761
H -1.6386 -0.6132 5.3558
H -1.0793 1.8116 3.1087
H -2.4105 1.8369 4.3390
H -2.6573 1.8903 2.5174
H -0.3819 -3.0171 2.3920
H -0.1184 -1.5273 2.5356
C 1.3554 1.9953 -4.8283
C 1.2989 2.5507 -3.4371
C -0.2289 3.1294 -3.1055
O -0.3608 3.3828 -1.7019
C -1.6872 3.7560 -1.4019
N 1.4901 1.3416 -2.5699
H 2.3102 1.5399 -5.0912
H 1.2249 2.8277 -5.5198
H 0.5669 1.2906 -5.0923
H 1.9761 3.3975 -3.3259
H -0.8026 2.2209 -3.2888
H -0.6586 3.8042 -3.8459
H -1.7618 4.1840 -0.4022
H -2.3100 2.8666 -1.4980
H -2.0770 4.5588 -2.0276
H 0.8857 0.6172 -2.9305
H 2.4338 1.0445 -2.7732

Forces on the atoms, in the same order (eV/Å):
1.0 1.6 0.3
0.8 -0.5 0.6
2.9 1.6 1.3
-0.4 -0.6 -0.6
-0.7 0.3 0.6
-1.9 -0.1 -1.4
2.8 -1.3 -1.7
-0.8 0.4 0.7
-1.7 0.8 -0.3
2.9 -4.5 -1.5
0.3 0.1 4.9
-0.6 0.8 0.5
-0.3 1.3 -0.9
-1.5 0.5 0.5
-0.4 0.3 1.5
0.5 -0.7 0.3
0.2 -0.5 -2.6
-0.1 -0.1 0.0
1.2 -4.6 0.4
-0.1 0.8 -3.7
-4.3 1.5 0.8
1.7 1.4 3.0
0.6 -0.4 -0.9
-1.4 1.8 1.3
2.1 -1.9 0.7
-0.8 -0.4 -2.1
0.0 1.9 0.7
-0.2 0.4 -0.6
0.1 -0.5 -0.4
-0.6 0.5 -0.5
0.2 0.5 0.4
0.0 0.3 -0.6
-0.4 0.1 0.0
0.1 0.1 -0.4
-0.5 -0.4 0.5
-0.1 -1.1 0.7
0.8 -0.6 0.2
-0.3 -0.2 0.8
-0.3 -0.2 -0.3
-1.7 -0.1 -1.2
2.2 -0.9 1.1
0.1 -0.4 -0.9
-0.8 0.5 0.4
0.7 -0.3 -0.3
0.1 0.7 0.6
0.0 -0.3 0.3
0.5 0.1 0.1
-0.2 0.3 0.3
-0.2 0.4 0.2
0.3 -0.1 -0.1
-0.9 0.6 -0.1
0.3 0.0 0.5
-0.1 0.1 -0.2
-0.6 -0.2 0.4
-0.3 -0.7 -0.6
0.5 0.8 -1.0
-0.2 1.4 -1.6
-3.1 -0.3 0.2
2.0 -3.0 -0.2
-0.7 2.0 -2.4
-0.6 0.3 0.4
0.7 1.6 0.1
0.1 0.0 0.3
0.1 0.0 -0.4
-0.1 -0.2 0.4
0.4 -0.6 0.6
-0.4 -0.4 -0.1
0.5 1.0 0.5
0.4 -0.5 0.2
-0.3 0.0 0.1
0.2 -0.1 -0.5
-0.2 -0.1 0.0
0.4 -0.4 0.4

Summary:
- 2S+1 = 2
- lowest unoccupied orbital energy (alpha / beta) (Ha) = -0.11479 / -0.11698
- expectation value of S² = 0.75
- maximum force (eV/Å) = 5.558
- DFT total energy (eV) = -83470.64144
- total charge = +1
- gap between HOMO and LUMO (alpha / beta) (hartree) = 0.196 / 0.331